{"formula": "C34H74F3IN2O13P2", "method": "ωB97M-V/def2-TZVPD", "species": ["C", "C", "C", "C", "C", "C", "C", "C", "C", "O", "C", "C", "C", "C", "I", "C", "P", "O", "N", "C", "O", "C", "O", "C", "C", "O", "C", "C", "C", "O", "P", "N", "O", "C", "F", "F", "F", "H", "H", "H", "H", "H", "H", "H", "H", "H", "H", "H", "H", "H", "H", "H", "H", "H", "H", "H", "H", "H", "H", "H", "H", "H", "H", "H", "H", "H", "H", "H", "H", "H", "H", "H", "H", "H", "H", "H", "H", "H", "H", "H", "H", "H", "H", "C", "O", "C", "C", "O", "C", "C", "O", "C", "H", "H", "H", "H", "H", "H", "H", "H", "H", "H", "H", "H", "H", "H", "C", "O", "C", "C", "O", "C", "C", "O", "C", "H", "H", "H", "H", "H", "H", "H", "H", "H", "H", "H", "H", "H", "H"], "positions_angstrom": [[4.818, -1.908, 2.068], [5.625, -1.767, 0.777], [4.896, -1.064, -0.379], [5.876, -0.459, -1.374], [5.338, -0.108, -2.766], [4.603, 1.218, -2.912], [3.220, 1.286, -2.290], [2.310, 0.173, -2.808], [0.819, 0.435, -2.611], [0.169, -0.810, -2.480], [-1.011, -0.988, -1.688], [-2.054, 0.093, -1.976], [-3.415, -0.016, -1.245], [-3.549, 0.915, -0.035], [-4.944, 0.552, -2.675], [-1.442, -2.456, -2.055], [-2.884, -2.624, -3.184], [-4.133, -2.904, -2.426], [-0.370, -3.301, -2.559], [0.690, -3.695, -1.688], [0.112, -3.937, -0.452], [0.994, -4.334, 0.573], [0.819, -5.673, 0.860], [-0.404, -5.973, 1.510], [-1.366, -6.695, 0.608], [-0.769, -7.912, 0.172], [0.066, -3.130, -3.927], [-0.082, -4.353, -4.849], [-0.679, -5.603, -4.229], [-0.858, -3.901, -5.961], [-0.492, -0.609, 0.123], [-1.346, -1.821, 0.967], [1.026, -1.212, 0.148], [0.235, 1.214, -3.816], [-0.409, 0.383, -4.719], [1.228, 1.891, -4.533], [-0.704, 2.166, -3.412], [4.071, -1.122, 2.120], [5.457, -1.799, 2.939], [4.326, -2.874, 2.141], [5.956, -2.746, 0.437], [6.530, -1.200, 0.990], [4.258, -0.299, 0.054], [4.276, -1.800, -0.894], [6.670, -1.193, -1.517], [6.351, 0.409, -0.920], [4.733, -0.938, -3.126], [6.193, -0.055, -3.438], [4.488, 1.407, -3.981], [5.237, 2.013, -2.527], [3.306, 1.147, -1.213], [2.787, 2.271, -2.440], [2.517, -0.056, -3.851], [2.543, -0.736, -2.259], [0.691, 1.084, -1.745], [-2.208, 0.164, -3.045], [-1.629, 1.048, -1.678], [-3.652, -1.037, -0.978], [-4.170, 0.461, 0.732], [-4.016, 1.853, -0.306], [-2.574, 1.147, 0.382], [-1.871, -2.925, -1.173], [-2.544, -3.636, -4.076], [-2.915, -1.479, -3.996], [1.152, -4.604, -2.087], [1.498, -2.939, -1.645], [2.028, -4.212, 0.256], [0.804, -3.694, 1.433], [-0.176, -6.582, 2.382], [-0.870, -5.049, 1.853], [-2.284, -6.911, 1.151], [-1.560, -6.047, -0.245], [-1.165, -8.160, -0.655], [1.132, -2.890, -3.921], [-0.400, -2.263, -4.384], [0.909, -4.627, -5.210], [-1.755, -5.527, -4.129], [-0.249, -5.841, -3.263], [-0.479, -6.447, -4.888], [-0.766, -4.533, -6.668], [-2.239, -2.100, 0.589], [-1.462, -1.559, 1.933], [1.251, -1.696, -0.653], [5.546, 4.592, 6.219], [5.241, 4.480, 4.849], [6.377, 4.156, 4.071], [5.970, 3.602, 2.726], [5.560, 2.246, 2.760], [4.250, 1.979, 3.235], [3.161, 2.299, 2.245], [2.861, 3.685, 2.240], [2.153, 4.067, 1.085], [6.284, 5.383, 6.403], [4.624, 4.843, 6.739], [5.932, 3.646, 6.618], [6.995, 3.413, 4.591], [6.979, 5.062, 3.913], [6.856, 3.612, 2.088], [5.210, 4.237, 2.265], [4.063, 2.473, 4.191], [4.229, 0.900, 3.400], [2.259, 1.740, 2.514], [3.482, 1.978, 1.246], [2.746, 3.885, 0.179], [1.946, 5.132, 1.163], [1.202, 3.525, 1.002], [-7.852, 5.374, 4.922], [-7.597, 4.964, 3.600], [-6.250, 5.179, 3.222], [-5.887, 4.346, 2.016], [-5.625, 2.985, 2.312], [-6.745, 2.139, 2.517], [-7.444, 1.731, 1.244], [-8.318, 2.748, 0.786], [-8.624, 2.573, -0.578], [-7.660, 6.445, 5.055], [-8.902, 5.177, 5.127], [-7.239, 4.812, 5.637], [-5.578, 4.923, 4.050], [-6.109, 6.241, 2.974], [-4.945, 4.735, 1.624], [-6.647, 4.445, 1.238], [-7.454, 2.577, 3.223], [-6.330, 1.235, 2.968], [-8.027, 0.817, 1.431], [-6.689, 1.509, 0.478], [-7.713, 2.645, -1.185], [-9.312, 3.360, -0.877], [-9.094, 1.599, -0.760]], "atomic_forces_ev_per_a": [[0.142, 0.070, -0.198], [0.069, 0.218, -0.072], [0.179, -0.266, 0.291], [0.008, -0.193, -0.157], [0.273, 0.025, 0.238], [-0.117, -0.074, -0.313], [-0.003, -0.306, 0.321], [0.004, -0.121, 0.015], [0.045, 0.168, -0.329], [0.131, 0.243, -0.159], [-0.167, 0.135, 0.567], [-0.293, 0.220, -0.038], [0.200, 0.380, -0.187], [-0.072, -0.181, -0.086], [-0.137, -0.162, 0.119], [0.596, 0.306, -0.124], [-0.618, -0.208, 0.265], [0.111, 0.147, -0.020], [-0.569, -0.175, -0.245], [-0.457, -0.426, -0.143], [0.055, 0.272, 0.288], [0.035, -0.114, -0.186], [0.293, -0.202, 0.113], [0.017, 0.032, 0.231], [0.392, -0.161, -0.366], [0.223, 0.149, 0.533], [0.520, -0.155, 0.121], [-0.128, -0.026, -0.067], [-0.021, -0.177, -0.195], [-0.067, 0.257, 0.260], [0.287, -0.283, 0.129], [-0.208, 0.227, 0.025], [0.374, 0.423, 0.102], [-0.631, 0.862, -1.334], [0.984, 1.250, 1.167], [-1.742, -0.877, 1.124], [1.597, -1.136, -0.902], [-0.242, 0.054, 0.087], [0.081, -0.073, 0.120], [-0.221, -0.078, -0.009], [0.151, -0.136, -0.047], [0.107, 0.110, 0.030], [-0.283, 0.115, -0.063], [-0.296, 0.036, -0.040], [0.144, -0.069, -0.020], [0.081, 0.195, 0.039], [-0.149, -0.100, -0.097], [0.117, -0.049, -0.102], [0.017, 0.108, -0.125], [0.056, 0.167, 0.135], [-0.076, 0.146, 0.193], [-0.092, 0.143, -0.187], [-0.021, 0.058, -0.171], [-0.062, -0.116, 0.084], [-0.170, -0.003, 0.227], [0.030, -0.071, -0.150], [0.009, 0.095, -0.016], [-0.189, -0.187, -0.134], [-0.062, -0.020, 0.128], [0.018, 0.205, -0.026], [0.150, -0.064, 0.187], [0.109, -0.162, 0.141], [0.198, 0.009, -0.146], [0.051, -0.048, -0.130], [0.129, -0.072, -0.110], [0.133, 0.059, 0.056], [0.166, 0.023, -0.051], [-0.176, 0.053, 0.116], [0.081, -0.155, 0.082], [-0.155, 0.104, 0.099], [-0.248, 0.143, 0.091], [-0.247, 0.068, -0.124], [-0.229, -0.193, -0.461], [0.122, 0.258, 0.054], [-0.220, -0.007, -0.138], [0.212, 0.086, -0.087], [-0.154, 0.083, 0.142], [0.076, 0.038, 0.182], [-0.008, -0.115, -0.085], [-0.035, -0.340, -0.426], [-0.104, -0.200, -0.038], [-0.199, 0.049, 0.192], [0.063, -0.169, -0.070], [-0.026, 0.069, -0.010], [-0.025, -0.186, -0.013], [-0.053, 0.118, 0.062], [0.058, 0.050, -0.120], [-0.006, -0.060, 0.006], [0.107, -0.126, 0.106], [-0.163, 0.202, -0.011], [0.211, -0.056, -0.073], [-0.093, -0.003, 0.040], [0.016, -0.018, 0.014], [-0.012, 0.019, 0.008], [0.033, 0.025, -0.002], [0.024, -0.012, -0.006], [0.068, -0.046, 0.022], [-0.007, 0.009, -0.020], [-0.045, 0.017, 0.080], [-0.039, 0.096, -0.045], [0.018, -0.002, 0.030], [-0.084, -0.118, -0.053], [0.014, -0.038, -0.052], [-0.027, -0.027, -0.007], [-0.008, 0.004, 0.007], [0.026, 0.003, -0.031], [-0.050, 0.045, -0.034], [0.074, -0.175, 0.029], [-0.120, 0.079, 0.016], [0.061, 0.040, -0.112], [0.049, -0.010, 0.025], [0.005, -0.068, 0.073], [-0.134, 0.009, -0.009], [0.174, 0.039, -0.006], [-0.007, 0.013, -0.041], [0.017, -0.006, 0.022], [-0.021, 0.011, 0.000], [0.017, 0.037, -0.001], [0.028, 0.002, 0.004], [0.068, 0.000, 0.049], [-0.001, 0.004, -0.027], [-0.078, -0.002, 0.054], [-0.037, 0.056, -0.054], [-0.010, -0.007, 0.029], [0.068, -0.043, -0.037], [-0.001, -0.029, 0.000], [-0.046, -0.055, -0.059], [-0.020, 0.021, 0.059], [0.012, 0.000, -0.028]], "lumo_energy_ev": 0.47, "homo_lumo_gap_ha": 0.337, "molar_mass_g_mol": 964.8, "charge": 0, "smiles": "CCCCCCCC[C@H](O[C@@](C[C@@H](C)I)([C@@H]([PH2]=O)N(COCOCCO)C[C@@H](C)O)P(N)O)C(F)(F)F.COCCOCCOC.COCCOCCOC"}